Model w:
Here is the ion C8H16N3 with charge +1 from OMol25. Energies are from wB97M-V/def2-TZVPD.

Last column: natural (NBO) charge in e.
Positions of all 27 atoms, in Å:
1 C -1.14 -2.97 -1.04  0.026
2 C -1.99 -1.93 -0.45  0.073
3 C 0.70 -1.57 -0.75  -0.112
4 C 1.60 1.03 0.29  -0.682
5 C -0.70 1.76 0.62  -0.644
6 C 0.14 -0.38 1.90  -0.667
7 C -0.40 0.33 -1.87  -0.443
8 C 0.24 0.53 0.62  0.206
9 N 0.12 -2.82 -1.12  -0.299
10 N -1.59 -0.74 -0.23  -0.219
11 N -0.22 -0.39 -0.55  -0.151
12 H -1.60 -3.93 -1.47  0.240
13 H -2.98 -2.12 -0.20  0.236
14 H 1.28 -1.82 0.04  0.239
15 H 1.44 -1.31 -1.52  0.243
16 H 2.24 0.17 -0.14  0.224
17 H 1.58 1.99 -0.34  0.247
18 H 2.11 1.32 1.31  0.269
19 H -1.69 1.52 0.49  0.240
20 H -0.49 2.43 -0.15  0.214
21 H -0.57 2.32 1.51  0.247
22 H -0.91 -0.83 1.92  0.248
23 H 1.00 -1.17 1.98  0.237
24 H 0.22 0.40 2.78  0.262
25 H -1.15 1.23 -1.77  0.266
26 H 0.57 0.78 -2.15  0.243
27 H -0.88 -0.34 -2.67  0.257

Output
charge: +1
multiplicity: 1

Model x:
Here is the ion C8H16N3 with charge +1 from OMol25. Energies are from wB97M-V/def2-TZVPD.

Last column: natural (NBO) charge in e.
Positions of all 27 atoms, in Å:
1 C -2.10 0.17 -1.20  -0.274
2 C -1.95 0.38 0.05  0.408
3 C -1.93 0.85 1.40  -0.749
4 C -0.65 -2.38 0.56  -0.622
5 C 0.89 1.89 -1.17  -0.615
6 C 2.54 0.23 -0.11  -0.643
7 C 0.49 -1.43 0.79  -0.211
8 C 1.14 0.86 0.06  -0.064
9 N -1.02 -0.39 -1.98  -0.016
10 N 0.03 -0.56 -1.41  0.073
11 N 0.22 -0.27 -0.09  -0.193
12 H -3.06 0.38 -1.85  0.315
13 H -2.02 1.89 1.34  0.275
14 H -1.10 0.49 1.97  0.265
15 H -2.91 0.54 1.92  0.291
16 H -0.86 -2.95 1.40  0.242
17 H -1.46 -1.84 0.27  0.203
18 H -0.52 -3.00 -0.23  0.233
19 H 1.53 2.71 -1.14  0.242
20 H 1.14 1.31 -2.07  0.229
21 H -0.18 2.22 -1.18  0.213
22 H 3.10 -0.30 0.65  0.237
23 H 3.22 0.98 -0.39  0.238
24 H 2.40 -0.47 -0.89  0.215
25 H 1.49 -1.86 0.58  0.246
26 H 0.51 -0.98 1.73  0.215
27 H 1.06 1.50 0.99  0.248

Output
charge: +1
multiplicity: 1

Short version: model w is the most stable of them.

Model w:
Here is a structure of composition CH4NP from OMol25. Energies are from wB97M-V/def2-TZVPD.

Last column: natural (NBO) charge in e.
Positions of all 7 atoms, in Å:
1 C 0.00 -0.61 0.56  -0.422
2 N 0.15 0.21 -0.46  -0.852
3 P 0.40 1.71 -0.70  0.794
4 H -0.10 -1.66 0.10  0.184
5 H -1.19 -0.47 1.16  0.193
6 H 0.66 -0.82 1.47  0.200
7 H 0.07 1.65 -2.12  -0.097

Output
multiplicity: 1

Model x:
Here is the molecule CH4NP from OMol25. Energies are from wB97M-V/def2-TZVPD.

Last column: natural (NBO) charge in e.
Positions of all 7 atoms, in Å:
1 C 0.20 -0.02 -0.52  -0.067
2 N 0.08 1.00 -1.20  -0.647
3 P -1.23 -0.62 0.65  0.268
4 H 1.18 -0.72 -0.34  0.145
5 H 0.92 1.36 -1.80  0.360
6 H -0.52 0.18 1.45  -0.019
7 H -0.59 -1.74 1.10  -0.040

Output
multiplicity: 1

Short version: model x is the most stable of them.

Model w:
Here is the molecule C21H24N2O from OMol25. Energies are from wB97M-V/def2-TZVPD.

Last column: natural (NBO) charge in e.
Positions of all 48 atoms, in Å:
1 O 2.64 -0.06 1.96  -0.738
2 C 2.51 -4.14 -0.10  -0.203
3 C 1.24 -3.91 0.37  -0.214
4 C 3.24 -3.19 -0.86  -0.221
5 C 0.77 -2.57 0.38  -0.206
6 C 2.61 -1.95 -0.97  -0.217
7 C -4.35 -1.25 -0.01  -0.212
8 C -2.00 3.09 -0.86  -0.188
9 C -3.20 -1.97 -0.12  -0.218
10 C -0.89 2.36 -1.22  -0.305
11 C 1.43 -1.57 -0.28  -0.024
12 C -4.36 0.20 0.08  -0.182
13 C -3.17 2.34 -0.38  -0.215
14 C -2.05 -1.17 -0.44  -0.174
15 C -0.82 0.95 -0.94  0.325
16 C -3.18 0.97 -0.35  -0.048
17 C -1.99 0.22 -0.56  -0.147
18 N 1.19 2.36 2.31  -0.627
19 N 0.41 0.40 -1.12  -0.514
20 C -0.26 2.31 2.32  -0.410
21 C 1.17 0.73 -2.39  -0.421
22 C 1.84 2.09 0.99  -0.258
23 C 1.01 -0.11 0.08  -0.074
24 C 2.23 0.64 0.71  0.079
25 H 2.92 -0.97 1.68  0.481
26 H 2.94 -5.09 0.18  0.206
27 H 0.81 -4.75 0.84  0.216
28 H 4.08 -3.36 -1.49  0.222
29 H -0.11 -2.38 0.94  0.214
30 H 3.14 -1.23 -1.47  0.196
31 H -5.20 -1.90 0.20  0.210
32 H -1.97 4.19 -1.07  0.221
33 H -3.19 -3.05 0.06  0.223
34 H -0.07 2.97 -1.67  0.217
35 H -5.22 0.80 0.14  0.207
36 H -4.02 2.91 -0.06  0.209
37 H -1.21 -1.69 -0.79  0.215
38 H 1.57 1.83 3.04  0.368
39 H -0.69 2.58 3.27  0.201
40 H -0.46 3.11 1.60  0.193
41 H -0.72 1.37 1.95  0.156
42 H 1.53 -0.23 -2.80  0.217
43 H 0.55 1.09 -3.20  0.225
44 H 1.93 1.56 -2.07  0.192
45 H 1.23 2.47 0.14  0.214
46 H 2.77 2.65 1.10  0.205
47 H 0.29 -0.25 0.84  0.232
48 H 3.10 0.58 0.05  0.172

Output
multiplicity: 1

Model x:
Here is the molecule C21H24N2O from OMol25. Energies are from wB97M-V/def2-TZVPD.

Last column: natural (NBO) charge in e.
Positions of all 48 atoms, in Å:
1 C -0.46 0.95 -0.38  -0.100
2 C -0.63 -0.27 -0.33  0.107
3 N -3.42 4.22 0.68  -0.414
4 O 0.39 2.65 -1.76  -0.693
5 C -4.04 4.42 -0.51  0.035
6 C -2.24 3.57 0.66  0.045
7 C -3.54 4.00 -1.72  -0.266
8 C 2.49 4.16 2.42  -0.215
9 C 2.18 2.83 2.51  -0.207
10 C 1.86 4.95 1.48  -0.227
11 C -2.30 3.39 -1.71  -0.138
12 C 1.27 2.26 1.59  -0.203
13 C 0.91 4.39 0.57  -0.128
14 C -1.60 3.15 -0.52  -0.076
15 C 0.69 2.99 0.55  -0.065
16 N 0.18 -2.58 -0.72  -0.475
17 C -0.25 2.43 -0.51  0.143
18 C -0.92 -1.69 -0.28  -0.308
19 C -0.06 -3.63 -1.71  -0.205
20 C 1.41 -2.59 0.14  -0.207
21 C -0.64 -4.90 -0.99  -0.410
22 C 2.14 -3.95 0.30  -0.413
23 C 0.48 -5.75 -0.33  -0.390
24 C 1.20 -5.05 0.82  -0.408
25 H 1.20 2.08 -1.76  0.484
26 H -5.01 4.93 -0.48  0.193
27 H -1.70 3.44 1.59  0.202
28 H -4.08 4.18 -2.62  0.220
29 H 3.16 4.53 3.15  0.213
30 H 2.63 2.22 3.29  0.214
31 H 2.07 6.00 1.43  0.214
32 H -1.92 3.03 -2.65  0.230
33 H 1.07 1.20 1.69  0.221
34 H 0.46 5.02 -0.18  0.214
35 H -1.24 -1.94 0.75  0.201
36 H -1.83 -1.95 -0.84  0.230
37 H -0.74 -3.29 -2.48  0.200
38 H 0.88 -3.85 -2.21  0.195
39 H 1.23 -2.21 1.15  0.190
40 H 2.13 -1.90 -0.29  0.184
41 H -1.12 -5.52 -1.75  0.199
42 H -1.37 -4.63 -0.23  0.196
43 H 2.97 -3.79 1.01  0.215
44 H 2.65 -4.26 -0.64  0.198
45 H 1.20 -6.05 -1.11  0.191
46 H 0.02 -6.70 0.02  0.204
47 H 0.45 -4.62 1.51  0.200
48 H 1.79 -5.85 1.35  0.209

Output
multiplicity: 1

Short version: model x is the most stable of them.

Model w:
Here is a structure of composition C4H6N4O2 from OMol25. Energies are from wB97M-V/def2-TZVPD.

Last column: natural (NBO) charge in e.
Positions of all 16 atoms, in Å:
1 N 2.48 1.65 -0.74  -0.814
2 C 1.69 1.57 0.47  -0.283
3 C 0.48 0.71 0.29  0.532
4 N -0.21 0.06 1.19  -0.456
5 C -1.31 -0.32 0.48  0.199
6 N -1.32 0.11 -0.75  -0.118
7 O -0.04 0.57 -0.93  -0.250
8 C -2.18 -1.46 0.80  0.412
9 N -2.21 -2.52 1.37  -0.412
10 H 3.12 2.44 -0.70  0.371
11 H 3.05 0.82 -0.87  0.365
12 H 2.22 1.19 1.36  0.209
13 H 1.33 2.58 0.72  0.233
14 O -2.55 -2.42 -1.05  -1.098
15 H -2.12 -1.72 -1.57  0.525
16 H -2.45 -3.26 -0.07  0.585

Output
multiplicity: 1

Model x:
Here is the molecule C4H6N4O2 from OMol25. Energies are from wB97M-V/def2-TZVPD.

Last column: natural (NBO) charge in e.
Positions of all 16 atoms, in Å:
1 C -0.19 -0.91 -2.04  0.319
2 C -1.38 0.97 -2.10  0.303
3 C -0.31 0.47 -0.26  0.577
4 C 0.99 0.13 2.05  0.550
5 N -0.89 -0.01 -2.75  -0.522
6 N 0.17 -0.68 -0.78  -0.580
7 N -1.13 1.30 -0.87  -0.507
8 N -0.15 0.76 1.05  -0.653
9 O 0.46 -0.84 2.85  -0.705
10 O 1.92 -0.45 1.24  -0.744
11 H 0.07 -1.81 -2.58  0.196
12 H -2.10 1.51 -2.72  0.181
13 H 1.52 0.99 2.57  0.179
14 H -1.01 1.18 1.46  0.416
15 H 0.58 -1.68 2.39  0.486
16 H 1.45 -0.92 0.49  0.504

Output
multiplicity: 1

Short version: model x is the most stable of them.

Model w:
Here is a structure of composition C33H23N6O9S2Sc from OMol25. Energies are from wB97M-V/def2-TZVPD.

Last column: Mulliken charge in e.
Positions of all 74 atoms, in Å:
1 Sc 0.21 -0.27 0.53  0.806
2 O 0.09 2.35 4.46  -0.857
3 C 0.19 1.87 3.31  0.172
4 N -0.54 1.04 2.61  0.224
5 C -1.75 0.56 3.11  -0.081
6 C -2.15 0.57 4.44  -0.588
7 C -3.40 0.07 4.79  -0.646
8 C -4.26 -0.43 3.82  -0.818
9 C -3.86 -0.44 2.49  -0.339
10 C -2.61 0.03 2.12  -0.203
11 N -2.08 -0.01 0.81  0.805
12 C -2.94 0.15 -0.20  -0.021
13 O -4.16 0.37 -0.19  -0.840
14 C -2.28 0.08 -1.55  0.274
15 C -3.05 0.18 -2.70  -0.659
16 C -2.43 0.07 -3.93  -0.439
17 C -1.06 -0.16 -3.97  -1.242
18 C -0.37 -0.25 -2.77  -0.278
19 N -0.96 -0.12 -1.58  0.914
20 C 1.37 2.34 2.49  0.693
21 C 2.05 3.60 2.88  -0.649
22 C 3.11 4.07 2.22  -1.025
23 C 3.67 3.33 1.05  0.147
24 C 2.62 2.31 0.59  -0.854
25 N 1.68 1.67 1.45  0.196
26 H -1.48 0.97 5.18  0.464
27 H -3.69 0.06 5.84  0.342
28 H -5.24 -0.81 4.09  0.327
29 H -4.53 -0.81 1.73  0.606
30 H -4.11 0.34 -2.57  0.512
31 H -3.00 0.14 -4.85  0.373
32 H -0.52 -0.28 -4.89  0.504
33 H 0.68 -0.47 -2.76  0.529
34 H 1.66 4.07 3.77  0.473
35 H 3.61 4.96 2.58  0.310
36 H 4.69 2.96 1.24  0.388
37 H 3.07 1.54 -0.01  0.609
38 O 1.97 0.07 -0.91  -0.369
39 C 2.66 0.06 -2.01  0.015
40 C 3.06 -1.19 -2.56  -0.275
41 C 3.80 -1.29 -3.72  -0.640
42 C 4.22 -0.15 -4.42  -0.812
43 C 3.88 1.08 -3.90  -0.266
44 C 3.11 1.21 -2.74  0.538
45 C 2.87 2.49 -2.07  -0.400
46 N 1.71 2.80 -1.63  -0.608
47 C 2.02 3.40 -0.36  -0.288
48 C 3.46 3.99 -0.35  -0.070
49 N 3.94 3.16 -1.45  -0.080
50 H 2.73 -2.08 -2.04  0.394
51 H 4.05 -2.28 -4.10  0.414
52 H 4.80 -0.24 -5.33  0.344
53 H 4.20 1.99 -4.40  0.416
54 H 1.23 4.00 0.10  0.516
55 H 3.66 5.06 -0.47  0.343
56 H 4.89 3.08 -1.77  0.218
57 O 0.63 -3.88 2.32  -0.710
58 S -0.43 -2.92 2.44  1.371
59 O -1.17 -2.88 3.68  -0.807
60 O 0.06 -1.53 2.11  -0.274
61 C -1.66 -3.30 1.17  -0.308
62 C -2.96 -3.43 1.64  -0.479
63 C -4.01 -3.71 0.78  -0.510
64 C -3.78 -3.85 -0.57  -0.669
65 C -2.49 -3.74 -1.06  -0.621
66 C -1.42 -3.47 -0.21  0.139
67 S 0.19 -3.36 -0.98  1.506
68 O -0.06 -3.11 -2.38  -0.721
69 O 0.92 -4.55 -0.67  -0.792
70 O 0.76 -2.16 -0.29  -0.443
71 H -3.13 -3.28 2.70  0.588
72 H -5.02 -3.77 1.18  0.371
73 H -4.60 -4.04 -1.25  0.340
74 H -2.28 -3.82 -2.11  0.504

Output
charge: -2
multiplicity: 1

Model x:
Here is a structure of composition C33H23N6O9S2Sc from OMol25. Energies are from wB97M-V/def2-TZVPD.

Last column: Mulliken charge in e.
Positions of all 74 atoms, in Å:
1 Sc -0.02 0.00 -0.20  -1.135
2 O 2.10 -0.12 3.66  -0.861
3 C 1.29 -0.02 2.74  0.287
4 N 1.50 0.03 1.42  0.921
5 C 2.82 0.03 0.94  0.130
6 C 3.90 0.66 1.56  -0.387
7 C 5.14 0.69 0.93  -0.702
8 C 5.31 0.09 -0.30  -0.685
9 C 4.24 -0.55 -0.93  -0.538
10 C 2.99 -0.58 -0.31  -0.096
11 N 1.82 -1.09 -0.90  0.786
12 C 1.91 -2.17 -1.68  -0.115
13 O 2.90 -2.88 -1.91  -0.841
14 C 0.62 -2.55 -2.37  0.478
15 C 0.56 -3.77 -3.05  -0.712
16 C -0.60 -4.10 -3.72  -0.389
17 C -1.65 -3.20 -3.72  -1.073
18 C -1.50 -2.02 -3.02  -0.262
19 N -0.40 -1.71 -2.33  0.664
20 C -0.18 0.04 3.10  0.303
21 C -0.55 0.04 4.44  -0.790
22 C -1.89 0.15 4.76  -0.488
23 C -2.81 0.26 3.73  -1.108
24 C -2.35 0.24 2.42  -0.282
25 N -1.06 0.12 2.11  0.907
26 H 3.75 1.13 2.52  0.472
27 H 5.97 1.20 1.41  0.338
28 H 6.27 0.12 -0.80  0.329
29 H 4.36 -1.01 -1.90  0.428
30 H 1.44 -4.40 -3.03  0.497
31 H -0.68 -5.05 -4.25  0.383
32 H -2.58 -3.40 -4.24  0.421
33 H -2.29 -1.27 -3.00  0.528
34 H 0.24 -0.02 5.18  0.525
35 H -2.21 0.16 5.79  0.376
36 H -3.87 0.37 3.92  0.441
37 H -3.04 0.36 1.60  0.380
38 O -0.76 -1.92 0.32  0.180
39 C -1.82 -2.63 0.27  0.074
40 C -1.77 -4.00 0.67  -1.155
41 C -2.86 -4.82 0.60  -0.556
42 C -4.09 -4.34 0.14  -0.922
43 C -4.18 -3.02 -0.25  -1.104
44 C -3.08 -2.15 -0.20  1.459
45 C -3.22 -0.76 -0.62  -0.254
46 N -2.28 0.16 -0.71  2.116
47 C -2.88 1.32 -1.14  -0.850
48 C -4.20 1.11 -1.33  -1.209
49 N -4.42 -0.22 -1.00  0.023
50 H -0.81 -4.36 1.01  0.454
51 H -2.77 -5.85 0.91  0.398
52 H -4.96 -4.99 0.08  0.372
53 H -5.13 -2.66 -0.62  0.230
54 H -2.29 2.22 -1.26  0.329
55 H -5.00 1.76 -1.64  0.422
56 H -5.29 -0.70 -1.00  0.142
57 O 1.97 1.66 -3.55  -0.602
58 S 0.98 2.14 -2.60  0.049
59 O 1.88 2.21 -1.08  0.220
60 O 0.06 1.06 -2.15  0.041
61 C 2.13 3.43 -0.55  0.016
62 C 3.30 4.09 -0.96  -0.462
63 C 3.63 5.33 -0.44  -0.562
64 C 2.79 5.94 0.49  -0.654
65 C 1.64 5.28 0.90  -1.051
66 C 1.29 4.03 0.39  0.106
67 S -0.21 3.32 1.07  1.594
68 O 0.09 3.09 2.47  -0.788
69 O -1.24 4.31 0.83  -0.850
70 O -0.47 2.09 0.31  0.061
71 H 3.92 3.58 -1.68  0.473
72 H 4.53 5.83 -0.77  0.361
73 H 3.03 6.91 0.91  0.363
74 H 0.99 5.74 1.63  0.405

Output
charge: -2
multiplicity: 1

Short version: model x is the most stable of them.

Model w:
Here is the molecule CH3FINS from OMol25. Energies are from wB97M-V/def2-TZVPD.

Last column: natural (NBO) charge in e.
Positions of all 8 atoms, in Å:
1 C -0.20 0.55 0.08  -0.443
2 N 0.94 1.12 0.78  -0.752
3 F 2.71 2.15 -1.01  -0.539
4 S 2.42 1.44 0.53  1.256
5 I 3.83 -0.57 0.04  -0.196
6 H -1.01 0.38 0.90  0.234
7 H 0.23 -0.48 -0.03  0.217
8 H -0.37 1.03 -0.83  0.224

Output
multiplicity: 1

Model x:
Here is the molecule CH3FINS from OMol25. Energies are from wB97M-V/def2-TZVPD.

Last column: natural (NBO) charge in e.
Positions of all 8 atoms, in Å:
1 C 1.06 0.34 0.12  -0.468
2 N 0.42 -0.64 0.78  -0.620
3 F -1.38 -1.56 -1.07  -0.529
4 S -1.33 -0.98 0.54  0.998
5 I -2.52 1.04 -0.08  0.012
6 H 0.96 0.31 -1.04  0.178
7 H 2.07 0.15 0.39  0.232
8 H 0.72 1.34 0.37  0.197

Output
multiplicity: 1

Short version: model w is the most stable of them.